50
Properties=species:S:1:pos:R:3 method="wB97M-V/def2-TZVPD" orbital_gap_ha=0.108 energy_ev=-50101.5420 homo_ev=-14.2 charge=+2 molar_mass_g_mol=407.2
C -3.243 -5.276 -0.948
C -3.374 -4.362 -2.153
C -2.081 -3.684 -2.467
O -1.034 -4.252 -2.530
O -2.203 -2.352 -2.681
C -0.999 -1.707 -3.096
C -1.127 -0.209 -2.743
C -0.492 0.077 -1.394
C -1.258 -0.219 -0.235
N -2.556 -0.730 -0.306
C -0.690 -0.014 1.030
N -1.334 -0.305 2.265
C 0.576 0.526 1.111
C 1.318 0.852 0.020
C 0.817 0.612 -1.283
C 1.641 0.936 -2.509
N 3.011 0.442 -2.489
C 2.597 1.473 0.574
O 3.621 1.725 0.058
N 2.356 1.714 1.986
C 2.134 3.153 2.303
Cl 0.416 3.392 2.887
C 3.149 3.641 3.345
C 2.683 4.703 4.337
C 1.333 0.829 2.353
O 1.113 0.333 3.415
H -4.191 -5.775 -0.776
H -2.503 -6.053 -1.090
H -3.020 -4.730 -0.035
H -4.140 -3.618 -1.954
H -3.667 -4.946 -3.018
H -0.888 -1.810 -4.169
H -0.133 -2.111 -2.587
H -2.170 0.095 -2.759
H -0.638 0.367 -3.509
H -3.029 -0.454 -1.162
H -3.180 -0.458 0.459
H -2.220 -0.781 2.148
H -0.746 -0.867 2.886
H 1.591 2.015 -2.646
H 1.166 0.490 -3.370
H 3.164 -0.215 -1.739
H 3.674 1.193 -2.395
H 2.183 3.709 1.377
H 4.017 3.994 2.798
H 3.455 2.758 3.891
H 2.051 5.460 3.889
H 2.201 4.245 5.190
H 3.561 5.216 4.712
Mg -2.915 0.980 3.010

---

47
Properties=species:S:1:pos:R:3 method="wB97M-V/def2-TZVPD" multiplicity=5 orbital_gap_ha="0.276 / 0.162" energy_ev=-63547.0264 homo_ev="-10.5 / -11.4" charge=+1 relative_energy_kcal_mol=0.0 molar_mass_g_mol=375.2
O 3.204 -1.348 -2.556
C 3.044 -0.390 -3.184
Fe 2.844 1.201 -3.892
C 3.878 1.954 -2.636
O 4.551 2.307 -1.772
C 4.084 1.214 -5.125
O 5.122 1.201 -5.658
C -1.529 1.255 -1.467
C -0.655 0.406 -2.467
C 0.254 1.112 -3.457
C 0.715 2.424 -3.250
C 0.172 3.083 -2.091
C -0.900 2.544 -1.327
H -2.606 1.276 -1.446
H 0.052 0.037 -1.710
H -1.130 -0.499 -2.901
H 0.424 0.545 -4.392
H 1.297 3.033 -3.992
H 0.443 4.143 -1.942
H -1.386 3.288 -0.689
C 2.659 -1.721 4.749
C 1.299 -1.685 4.073
C 0.946 -0.324 3.460
N -0.345 -0.330 2.783
C -0.479 -0.389 1.438
C -1.963 -0.144 1.031
C -2.983 -1.109 1.645
C -3.781 -1.738 0.496
C -3.131 -1.297 -0.799
N -1.961 -0.408 -0.413
O 0.420 -0.619 0.658
H 2.861 -2.740 5.083
H 3.442 -1.421 4.051
H 2.700 -1.065 5.620
H 1.263 -2.450 3.283
H 0.515 -1.946 4.797
H 0.845 0.407 4.270
H 1.735 -0.003 2.772
H -1.162 -0.138 3.340
H -2.192 0.908 1.292
H -2.473 -1.858 2.264
H -3.678 -0.598 2.318
H -3.873 -2.824 0.586
H -4.789 -1.332 0.509
H -2.809 -2.189 -1.360
H -3.792 -0.731 -1.460
H -1.152 -1.042 -0.533

---

45
Properties=species:S:1:pos:R:3 method="wB97M-V/def2-TZVPD" multiplicity=3 orbital_gap_ha="0.231 / 0.219" energy_ev=-60072.8516 homo_ev="-6.9 / -8.2" charge=0 molar_mass_g_mol=458.2
C 0.758 3.226 -0.714
C 2.974 0.442 -1.132
H 0.552 3.706 -1.695
H 1.881 3.202 -0.468
H 0.083 3.440 0.135
H 3.346 0.074 -2.080
H 3.323 1.420 -0.770
H 2.536 -0.121 -0.309
C -2.157 1.781 -1.437
C -3.450 1.505 -1.908
C -3.701 0.339 -2.594
C -2.658 -0.571 -2.768
H -1.928 2.684 -0.899
H -4.248 2.250 -1.730
H -4.682 0.104 -3.010
H -2.803 -1.512 -3.306
N -1.116 0.908 -1.669
C -1.375 -0.292 -2.264
C -0.268 -1.268 -2.369
N 0.947 -0.945 -1.867
C 1.932 -1.869 -1.845
C 0.620 -3.449 -3.012
C 1.823 -3.111 -2.434
H 2.886 -1.601 -1.378
H 2.709 -3.782 -2.415
C -0.445 -2.540 -2.983
H -1.417 -2.759 -3.413
H 0.471 -4.415 -3.490
Ti 1.136 1.354 -1.194
I 1.348 1.807 -3.911
C -1.508 0.850 4.235
Si 0.066 -0.010 3.690
C 1.526 0.771 4.581
C -0.029 -1.837 4.072
C 0.374 0.284 1.881
C 0.636 0.702 0.752
H -1.586 0.867 5.331
H -2.392 0.338 3.834
H -1.530 1.887 3.873
H 1.400 0.754 5.670
H 2.451 0.236 4.328
H 1.655 1.815 4.263
H -0.912 -2.280 3.593
H 0.858 -2.349 3.677
H -0.088 -2.035 5.151

---

43
Properties=species:S:1:pos:R:3 method="wB97M-V/def2-TZVPD" multiplicity=3 orbital_gap_ha="0.233 / 0.268" energy_ev=-22829.4792 homo_ev="-9.0 / -10.8" charge=+1 molar_mass_g_mol=351.3
C 4.014 0.638 0.556
C 4.328 0.365 -0.860
C 3.900 2.034 1.022
C 4.097 -0.455 1.545
H 4.901 2.425 1.251
H 3.307 2.113 1.938
H 3.466 2.687 0.259
H 5.416 0.408 -1.010
H 3.883 1.106 -1.530
H 4.001 -0.633 -1.166
H 5.137 -0.563 1.884
H 3.800 -1.417 1.115
H 3.488 -0.257 2.432
C -2.034 1.258 -1.645
C -1.212 2.144 -0.848
C 0.171 1.872 -1.199
H -1.601 2.968 -0.233
C 0.199 0.863 -2.213
C -1.147 0.465 -2.479
H -1.451 -0.233 -3.267
H -3.122 1.307 -1.713
H 1.017 2.488 -0.891
H 1.075 0.491 -2.759
C -1.258 -1.504 1.796
C -2.115 -0.334 1.827
C -1.266 0.825 2.009
H -3.206 -0.317 1.863
C 0.103 0.344 2.081
C 0.096 -1.082 1.961
H 0.948 -1.766 2.059
H -1.583 -2.548 1.754
H -1.637 1.836 2.229
H 0.958 0.951 2.384
Mo -1.027 0.057 -0.075
N -4.481 -2.112 -1.909
C -4.574 -2.731 -0.676
C -3.494 -2.251 0.034
N -2.739 -1.365 -0.755
C -3.418 -1.303 -1.954
H -5.117 -2.226 -2.690
H -5.329 -3.415 -0.355
H -3.278 -2.464 1.083
H -3.215 -0.669 -2.855

---

46
Properties=species:S:1:pos:R:3 method="wB97M-V/def2-TZVPD" orbital_gap_ha=0.318 energy_ev=-36415.2854 homo_ev=-8.1 smiles="CCCO[P@](=O)(c1ccc(N(C)C)cc1)[C@@H](O)c1ccncc1" charge=0 relative_energy_kcal_mol=0.0 molar_mass_g_mol=334.4
C 2.502 1.769 -4.637
C 2.132 0.502 -3.878
C 1.802 0.802 -2.421
H 0.939 1.476 -2.364
H 2.653 1.277 -1.921
O 1.539 -0.393 -1.693
P 0.013 -0.919 -1.639
O -0.678 -0.898 -2.938
C -0.794 0.000 -0.314
C -2.167 0.204 -0.369
C -2.823 0.859 0.648
C -2.124 1.334 1.772
N -2.770 1.971 2.791
C -2.055 2.379 3.975
H -1.504 1.538 4.403
H -1.348 3.188 3.761
H -2.762 2.731 4.722
C -4.170 2.299 2.679
H -4.466 2.919 3.521
H -4.793 1.399 2.682
H -4.369 2.859 1.761
C -0.732 1.127 1.807
C -0.085 0.469 0.787
H 0.984 0.324 0.831
H -0.147 1.487 2.636
H -3.889 0.994 0.571
H -2.709 -0.154 -1.232
H 1.260 0.031 -4.335
H 2.958 -0.211 -3.908
H 2.730 1.533 -5.673
H 3.373 2.244 -4.191
H 1.677 2.477 -4.619
C 0.327 -2.673 -1.081
C 1.117 -2.650 0.180
C 2.506 -2.667 0.165
C 3.178 -2.563 1.371
N 2.572 -2.444 2.541
C 1.250 -2.439 2.552
C 0.475 -2.541 1.410
H -0.604 -2.530 1.469
H 0.791 -2.346 3.528
H 4.260 -2.568 1.407
H 3.031 -2.756 -0.772
O 0.986 -3.321 -2.128
H 0.601 -3.000 -2.956
H -0.668 -3.120 -0.899

---

46
Properties=species:S:1:pos:R:3 method="wB97M-V/def2-TZVPD" orbital_gap_ha=0.354 energy_ev=-28616.8672 homo_ev=-9.0 smiles="CC(=O)N[C@H](CC(=O)N1CCN(C(C)=O)CC1)c1ccccc1" charge=0 relative_energy_kcal_mol=15.8 molar_mass_g_mol=317.4
C 2.974 3.734 -2.911
C 2.480 2.326 -3.170
O 2.469 1.804 -4.266
N 2.064 1.692 -2.052
H 2.001 2.168 -1.163
C 1.494 0.364 -2.064
C 2.221 -0.526 -1.076
C 1.583 -1.520 -0.347
C 2.290 -2.305 0.548
C 3.648 -2.115 0.725
C 4.298 -1.138 -0.010
C 3.590 -0.353 -0.901
H 4.103 0.404 -1.475
H 5.360 -0.985 0.112
H 4.197 -2.726 1.426
H 1.775 -3.071 1.110
H 0.526 -1.702 -0.468
H 1.654 -0.019 -3.082
C -0.022 0.445 -1.804
C -0.290 0.919 -0.385
O 0.526 1.586 0.232
N -1.485 0.607 0.170
C -2.563 -0.170 -0.398
H -2.402 -0.364 -1.456
C -2.711 -1.485 0.378
N -2.912 -1.202 1.784
C -4.107 -1.503 2.358
O -4.981 -2.070 1.733
C -4.278 -1.124 3.813
H -3.506 -1.583 4.426
H -4.245 -0.044 3.940
H -5.249 -1.485 4.138
C -1.846 -0.410 2.351
H -2.029 -0.202 3.402
C -1.711 0.904 1.570
H -0.861 1.483 1.934
H -2.629 1.495 1.671
H -0.906 -0.969 2.263
H -3.577 -2.046 0.024
H -1.807 -2.093 0.262
H -3.491 0.406 -0.295
H -0.452 1.171 -2.499
H -0.470 -0.526 -2.006
H 2.176 4.335 -2.480
H 3.808 3.713 -2.213
H 3.297 4.180 -3.847

---

47
Properties=species:S:1:pos:R:3 method="wB97M-V/def2-TZVPD" orbital_gap_ha=0.331 energy_ev=-30662.9123 homo_ev=-8.3 smiles="O=C(CN1C(=O)COc2ccccc21)NCCCN1CCOCC1" charge=0 relative_energy_kcal_mol=42.3 molar_mass_g_mol=333.4
O -0.611 -2.358 -1.829
C -1.466 -2.005 -1.047
N -1.373 -2.151 0.288
H -2.134 -1.846 0.876
C -0.137 -2.529 0.934
H -0.313 -3.379 1.599
H 0.532 -2.844 0.131
C 0.465 -1.353 1.714
H 0.190 -0.422 1.211
C 2.005 -1.423 1.818
N 2.749 -0.640 0.855
C 2.647 0.795 1.049
H 2.898 1.029 2.086
C 3.641 1.490 0.116
O 3.391 1.168 -1.231
C 3.481 -0.225 -1.422
C 2.488 -0.977 -0.535
H 2.630 -2.050 -0.671
H 1.467 -0.708 -0.847
H 3.265 -0.407 -2.476
H 4.502 -0.564 -1.192
H 3.552 2.575 0.197
H 4.663 1.185 0.388
H 1.637 1.181 0.831
H 2.318 -1.076 2.806
H 2.327 -2.463 1.712
H 0.031 -1.319 2.714
C -2.766 -1.333 -1.494
N -3.003 -0.109 -0.752
C -4.128 -0.012 0.005
O -4.930 -0.916 0.117
C -4.317 1.340 0.676
H -4.989 1.227 1.529
O -3.121 1.898 1.169
C -2.087 1.877 0.272
C -1.079 2.821 0.398
C -0.011 2.813 -0.481
C 0.046 1.871 -1.494
C -0.950 0.917 -1.618
C -2.020 0.900 -0.730
H -0.876 0.178 -2.398
H 0.884 1.860 -2.173
H 0.774 3.546 -0.379
H -1.152 3.543 1.194
H -4.784 2.019 -0.056
H -3.617 -1.991 -1.294
H -2.717 -1.133 -2.568

---

51
Properties=species:S:1:pos:R:3 method="wB97M-V/def2-TZVPD" orbital_gap_ha=0.263 energy_ev=-52764.8740 homo_ev=-11.7 charge=+1 molar_mass_g_mol=425.3
C 4.299 -2.337 0.429
C 3.251 -1.712 0.296
N 1.960 -1.005 0.266
C 1.093 -1.829 1.122
N 1.334 -1.905 2.418
O 0.606 -2.690 3.261
N 0.066 -2.594 0.493
C -1.327 -2.290 0.923
C -1.777 -0.784 0.862
C -2.034 0.018 -0.387
C -2.513 1.463 -0.386
C -2.739 2.195 0.931
C -2.480 1.407 2.187
C -2.032 -0.052 2.191
C -1.827 -0.696 3.622
P 0.268 -2.823 -1.220
O -0.807 -3.696 -1.814
O 1.724 -3.631 -1.571
O 0.286 -1.414 -2.135
P 2.326 0.646 0.879
C 1.029 1.307 2.052
O 3.734 0.452 1.866
H 5.087 -2.979 0.925
H 2.101 -1.379 2.870
H 0.665 -2.280 4.152
H -2.044 -2.873 0.247
H -1.511 -2.724 1.962
H -1.909 -0.449 -1.404
H -2.734 2.042 -1.329
H -3.079 3.267 0.892
H -2.632 1.939 3.179
H -0.781 -0.470 4.032
H -2.101 -1.788 3.695
H -2.537 -0.138 4.324
H 2.194 -3.085 -2.242
H 1.156 -1.260 -2.560
H 0.788 0.661 2.950
H 1.398 2.313 2.455
H 0.105 1.548 1.429
H 3.397 0.461 2.789
N -0.282 3.771 -5.204
C -0.366 2.465 -5.489
C -0.279 1.460 -4.537
C -0.091 1.827 -3.213
C 0.001 3.173 -2.892
C -0.102 4.099 -3.918
H -0.510 2.229 -6.538
H -0.357 0.419 -4.825
H -0.017 1.071 -2.439
H 0.149 3.495 -1.869
H -0.040 5.164 -3.717

---

50
Properties=species:S:1:pos:R:3 method="wB97M-V/def2-TZVPD" orbital_gap_ha=0.309 energy_ev=-34574.1163 homo_ev=-8.3 smiles="Nc1nc(NCCN2CCOCC2)nc(NCc2ccccc2)c1[N+](=O)[O-]" charge=0 relative_energy_kcal_mol=82.9 molar_mass_g_mol=373.4
N 0.028 -2.361 3.889
C -0.020 -1.814 2.672
N -0.804 -0.755 2.530
C -0.875 -0.180 1.326
N -0.194 -0.553 0.243
C 0.600 -1.613 0.334
N 1.268 -1.971 -0.765
H 1.862 -2.793 -0.677
C 1.203 -1.230 -2.001
C -0.209 -1.017 -2.485
C -1.148 -2.036 -2.395
C -2.442 -1.839 -2.842
C -2.809 -0.626 -3.399
C -1.875 0.390 -3.506
C -0.583 0.196 -3.048
H 0.143 0.993 -3.131
H -2.154 1.337 -3.943
H -3.819 -0.473 -3.749
H -3.165 -2.637 -2.760
H -0.864 -2.986 -1.966
H 1.689 -0.255 -1.874
H 1.765 -1.799 -2.747
C 0.733 -2.341 1.567
N 1.533 -3.457 1.691
O 1.623 -4.035 2.779
O 2.156 -3.878 0.707
N -1.741 0.836 1.219
H -2.147 1.155 2.085
C -1.920 1.628 0.035
H -1.427 1.096 -0.778
C -1.367 3.053 0.190
N -0.024 3.062 0.737
C 0.430 4.375 1.165
C 0.861 5.264 -0.011
H 1.304 6.193 0.350
O 1.855 4.634 -0.791
C 1.417 3.375 -1.263
C 1.003 2.463 -0.102
H 0.654 1.498 -0.467
H 1.875 2.296 0.539
H 2.262 2.952 -1.808
H 0.575 3.513 -1.960
H -0.011 5.505 -0.640
H -0.360 4.868 1.736
H 1.292 4.220 1.821
H -1.460 3.551 -0.789
H -1.996 3.598 0.901
H -2.989 1.699 -0.195
H -0.529 -1.944 4.613
H 0.607 -3.180 4.031

---

60
Properties=species:S:1:pos:R:3 method="wB97M-V/def2-TZVPD" orbital_gap_ha=0.304 energy_ev=-146355.9654 homo_ev=-12.5 charge=+1 molar_mass_g_mol=759.1
C 2.370 3.060 3.341
C 2.980 1.875 2.547
C 3.469 0.710 3.436
C 2.921 -0.676 3.043
C 1.775 -1.206 3.935
C 0.554 -1.761 3.196
C -0.190 -0.746 2.337
P 0.405 -1.075 0.547
O 0.073 -2.672 0.358
Br -0.998 0.015 -0.812
C -0.184 0.715 2.762
C -1.430 0.807 3.696
C -2.515 0.078 2.907
I -3.674 -1.009 4.473
C -3.575 0.847 2.080
F -3.835 0.156 0.986
F -4.680 0.988 2.740
C -3.180 2.270 1.631
F -4.201 2.747 0.979
F -2.946 3.060 2.633
F -2.168 2.262 0.820
N -1.733 -1.013 2.261
H 2.172 2.710 4.347
H 1.391 3.287 2.933
H 3.008 3.926 3.350
H 3.782 2.281 1.948
H 2.258 1.459 1.853
H 3.332 0.910 4.492
H 4.542 0.659 3.299
H 2.671 -0.646 1.988
H 3.746 -1.368 3.138
H 2.178 -2.046 4.484
H 1.494 -0.487 4.694
H 0.877 -2.631 2.635
H -0.134 -2.130 3.960
H -0.550 -2.818 -0.372
H 0.616 1.046 3.402
H -0.273 1.337 1.879
H -1.264 0.191 4.568
H -1.655 1.772 4.125
H -2.114 -1.438 1.410
H -1.842 -1.790 2.926
C -0.615 -1.897 -5.348
C 0.373 -0.949 -4.656
C -0.084 0.502 -4.529
F -0.276 1.054 -5.743
F 0.872 1.221 -3.887
F 1.568 -1.016 -5.271
F 0.561 -1.421 -3.381
O -0.370 -2.147 -6.709
C -0.875 -1.255 -7.632
C 0.244 -0.588 -8.427
F 1.061 0.096 -7.596
F -0.290 0.289 -9.306
F -1.675 -0.344 -7.037
F -1.642 -1.962 -8.488
H -0.490 -2.865 -4.865
H -1.652 -1.610 -5.165
H -1.012 0.570 -3.951
H 0.828 -1.335 -8.970